DFT (wB97M-V/def2-TZVPD) results for a molecular structure, C80H200F4N14O24S4 in a non-equilibrium geometry.

```
326
Properties=species:S:1:pos:R:3:mulliken_charge:R:1
S 4.914 0.833 0.055 1.0804
S 3.569 3.174 0.721 1.1795
S -3.856 -3.113 -1.417 0.9495
S -1.843 -3.554 0.529 0.9606
F 4.545 -0.012 -1.307 -0.2904
F -1.775 -1.974 0.888 -0.2002
F 4.889 3.721 1.366 -0.2188
F -3.501 -1.581 -1.996 -0.1890
O -4.846 1.594 -0.009 -0.3129
O -4.691 -2.559 -0.322 -0.5440
O -2.509 -4.138 1.649 -0.5896
O -1.369 0.840 -6.105 -0.5823
O -1.927 2.639 10.756 -0.2791
O 4.496 0.137 1.187 -0.4719
O 2.777 2.572 1.788 -0.6565
O 2.846 4.285 -0.001 -0.6918
O 6.295 1.008 -0.242 -0.5769
O -3.496 3.231 -0.155 -0.6581
O -4.244 -3.941 -2.562 -0.6076
O -0.727 -7.824 5.689 -0.3532
O -0.467 -3.964 0.301 -0.6491
O -0.192 1.802 3.533 -0.3491
O 0.547 0.193 -5.254 -0.6376
O 6.415 -2.524 3.719 -0.3552
O -4.262 2.641 1.748 -0.7605
O -1.711 -6.805 -6.398 -0.3141
O -5.081 -1.734 4.134 -0.2194
O -0.575 -1.144 -6.544 -0.6020
O 1.889 -2.791 -11.213 -0.2543
O 3.326 8.132 3.829 -0.1530
O 5.998 0.963 -5.805 -0.2600
O -5.277 3.914 -6.945 -0.2455
N -0.560 -0.834 -11.145 0.1382
N 1.224 10.220 3.372 0.1257
N -0.410 -4.721 -4.500 0.8274
N 4.058 2.131 -0.340 -0.2531
N -4.804 2.129 9.611 -0.0147
N -7.076 -0.581 1.928 0.4623
N 6.442 3.164 -3.663 0.5864
N -0.474 -0.011 -5.960 0.8544
N -0.994 -10.757 6.643 0.7643
N -4.695 3.138 -4.049 1.3545
N 9.355 -1.694 2.774 0.5938
N -4.243 2.524 0.526 0.6772
N -0.511 1.651 -0.106 0.8256
N -2.466 -3.694 -0.898 -0.2049
C -1.054 0.683 -2.486 -1.2285
C 0.390 8.053 2.223 -1.5917
C 2.269 11.344 3.175 -0.5124
C -1.680 -7.650 -7.537 -0.7444
C -2.087 -0.776 -11.035 -0.3998
C 9.124 -1.123 4.117 -0.3588
C 1.472 -2.074 -10.125 -0.3513
C -0.569 2.500 11.157 -0.8389
C -5.390 4.838 -5.889 -1.0566
C -4.769 3.205 8.609 -0.4657
C 0.891 1.051 -0.146 0.5004
C 9.699 0.292 4.233 -1.1740
C -7.885 -1.873 1.821 -0.8787
C 5.409 2.063 -3.849 -0.1552
C -4.533 0.546 -4.346 -1.3284
C 8.614 -2.996 2.801 -0.8506
C 10.813 -1.953 2.572 -0.3256
C 0.041 2.612 4.619 -0.8444
C -7.392 0.105 3.207 -0.7326
C -1.127 -12.227 6.455 -0.5621
C 0.076 -10.519 7.607 -0.1447
C 5.699 4.847 -5.507 -1.3813
C -0.709 -10.104 5.332 -0.7773
C 5.858 0.762 -4.422 -0.8436
C -2.161 2.075 9.494 -0.6533
C -0.509 -7.072 -5.638 -0.9790
C -1.730 -4.178 -4.903 -0.6326
C 3.008 9.062 4.826 -0.8288
C -6.050 4.255 -8.075 -0.8307
C 6.722 3.862 -4.985 -0.3613
C -0.357 3.064 -0.619 -0.9272
C 8.929 3.482 -2.982 -1.4678
C -7.300 0.348 0.849 0.6574
C -2.311 -10.164 7.100 -0.9215
C -4.477 4.417 -4.799 -0.5561
C -0.136 0.548 -10.874 -1.0563
C -0.484 -6.252 -4.396 -0.6502
C 0.465 -4.332 -5.593 -0.4305
C -4.620 2.834 7.142 -1.2258
C 3.312 -2.895 -11.439 -0.7937
C 1.306 9.254 2.190 -0.5233
C 8.921 -0.810 1.633 -1.5577
C -1.096 1.634 1.304 0.7174
C 0.146 -8.847 5.312 -0.8521
C -0.272 2.539 2.342 -0.6056
C -1.430 0.830 -1.030 0.9814
C 7.781 2.476 -3.257 -0.3060
C 1.557 9.476 4.666 -0.7547
C -5.016 1.875 12.171 -1.2257
C 1.055 -0.398 0.129 -1.1258
C 11.431 -2.955 3.539 -1.2607
C -0.015 -4.237 -3.142 -1.0289
C -5.039 -2.063 2.767 -0.4335
C 2.101 12.103 1.860 -1.1744
C -6.126 2.954 -3.680 -0.3612
C -0.098 -6.795 6.502 -0.6543
C -2.632 0.106 -9.871 -1.1231
C -0.609 -2.520 -13.038 -1.3169
C -8.632 0.998 0.640 -1.6857
C -0.030 -1.818 -10.155 -1.1082
C 6.047 -0.123 -6.722 -0.8474
C -0.194 -1.149 -12.516 -0.4065
C 4.261 7.102 4.194 -0.7916
C -2.231 -12.583 5.429 -1.3237
C -6.011 1.215 9.416 -0.9798
C 7.099 -2.999 2.595 -0.9150
C -0.121 -2.709 -2.914 0.0457
C -4.899 2.756 10.963 -0.4004
C -5.532 -0.895 1.890 -0.0149
C -0.150 10.742 3.476 -1.0003
C -3.872 3.177 -2.855 -1.5147
C 5.016 -2.539 3.466 -0.2903
C 5.921 4.113 -2.694 -1.4584
C 0.079 -11.452 8.821 -1.5673
C -4.213 -2.492 4.851 -0.6790
C 1.961 -4.772 -5.491 -1.6852
C -6.581 1.336 3.499 -0.3732
C -6.729 3.983 -2.734 -1.4696
C -4.269 1.938 -4.835 -0.6715
C -3.468 1.351 9.384 -0.8342
H -2.381 1.346 -0.875 -0.1954
H -2.067 0.010 -8.891 0.0754
H -6.901 1.624 9.847 0.3364
H 10.906 -2.312 1.564 0.4249
H -0.573 -8.098 -5.255 0.5589
H 2.976 12.731 1.919 0.4437
H -6.316 3.895 -1.730 0.2098
H -1.030 -7.278 -8.372 0.2589
H 3.189 10.772 3.202 0.3524
H -2.086 -4.632 -5.860 0.4132
H 7.700 4.323 -4.781 0.3371
H -6.872 -0.136 -0.085 0.3152
H 5.858 3.710 -1.686 0.3160
H -3.976 2.212 -2.337 -0.0834
H 2.275 11.964 4.063 0.4698
H 5.981 5.841 -5.086 0.3614
H -7.754 3.713 -2.674 0.4936
H -0.343 11.144 2.489 0.4469
H -1.661 -2.524 -13.285 0.4031
H 0.996 3.115 4.505 0.2561
H 0.027 -4.879 -6.419 0.7288
H 11.316 -1.001 2.782 0.3634
H -5.244 2.502 13.066 0.3947
H 9.487 -1.718 4.910 0.5498
H 9.485 0.685 5.268 0.4027
H -0.083 3.092 -1.648 0.5481
H -7.731 -2.396 2.781 0.3837
H 0.846 -0.731 1.163 0.2756
H -6.109 0.985 8.374 0.3147
H 2.049 -1.111 -10.062 0.4202
H -5.742 1.462 2.926 0.0434
H 0.843 -6.563 6.002 0.3404
H 4.566 -2.292 4.453 0.2474
H 9.309 3.723 -3.945 0.5518
H -3.550 0.811 8.428 0.5096
H -0.091 -2.669 -14.003 0.4002
H 3.675 -3.862 -11.110 0.3020
H -1.442 -12.614 7.383 0.4192
H -6.573 1.154 1.031 -0.2880
H -0.487 -2.716 -10.488 0.4882
H 0.333 -3.249 -5.727 0.1098
H -9.041 1.442 1.522 0.3498
H 6.832 -2.474 1.674 0.3874
H -0.644 -4.811 -2.379 0.3614
H 0.136 -12.539 8.765 0.4061
H 0.053 -2.128 -3.820 0.1372
H -0.713 3.357 4.794 0.3353
H 3.866 -2.111 -10.905 0.3145
H -1.435 3.378 -0.603 0.1925
H 4.917 4.343 -2.947 0.6264
H -5.788 0.313 9.979 0.4757
H 4.681 -3.510 3.044 0.3017
H 4.600 2.447 -4.466 0.3740
H 0.605 -1.142 -0.550 -0.4588
H -0.812 -11.275 9.422 0.4131
H -0.154 -12.624 6.241 0.5262
H -3.645 2.486 6.779 0.2868
H 8.043 -1.015 4.132 0.2904
H -1.962 2.824 8.720 0.3267
H 0.804 8.679 4.727 0.4472
H 0.103 -9.500 8.062 -0.0044
H -2.557 1.135 -10.209 0.4037
H -1.475 1.267 9.227 0.5109
H 0.953 9.825 1.301 0.5559
H -1.591 -3.138 -5.105 0.2877
H -5.678 3.810 8.867 0.5666
H 1.014 -8.900 5.857 0.5824
H -2.259 -9.048 7.055 0.2073
H 2.456 -4.081 -4.821 0.4444
H -4.052 -0.041 -5.140 0.5160
H 4.913 1.977 -2.849 -0.1809
H -0.176 0.108 -2.678 0.3776
H 9.532 0.104 1.585 0.4115
H 7.889 -0.508 1.767 0.6837
H -1.684 -9.866 4.893 0.3949
H -2.446 -1.783 -11.049 0.4977
H -0.789 3.524 2.560 0.5268
H 3.853 6.549 5.053 0.3469
H 0.375 -6.912 -6.260 0.3492
H -7.224 2.195 3.399 0.3753
H -3.390 -2.865 4.223 0.2990
H -6.628 4.999 -3.184 0.2923
H 0.026 -7.159 7.541 0.2316
H -2.703 -7.663 -7.860 0.2784
H -4.147 3.952 -2.135 0.7308
H -3.972 3.874 8.872 0.4608
H -5.082 0.047 2.170 -0.1073
H -1.176 0.572 1.560 0.2065
H 0.037 3.329 10.796 0.2670
H -5.366 2.120 6.808 0.0766
H -2.415 -0.234 -11.922 0.4003
H 8.856 -3.569 3.690 0.4638
H -0.831 9.907 3.667 0.3908
H -0.233 -3.341 -12.421 0.2846
H 6.888 -4.039 2.515 0.5044
H 1.181 12.758 1.986 0.3213
H -0.608 8.268 2.127 0.4583
H -2.856 3.275 -3.196 0.4482
H -3.700 -0.117 -9.652 0.3740
H 2.058 -5.805 -5.071 0.2807
H 6.905 3.015 -5.650 0.4944
H 11.403 -2.646 4.590 0.3332
H -7.418 -2.511 1.091 0.2884
H -0.273 1.542 10.901 0.4169
H -3.439 0.606 10.155 0.5516
H -0.750 -5.970 6.448 0.2476
H 5.737 4.930 -6.565 0.3865
H -0.711 -0.357 -13.075 0.6791
H 1.093 -4.493 -3.033 0.3934
H -7.196 -0.625 3.953 0.6524
H -1.410 -6.436 -3.797 0.5047
H 0.811 -11.023 9.501 0.4023
H -7.116 4.153 -7.924 0.3399
H 8.125 1.748 -4.021 0.1696
H 0.347 -6.472 -3.785 0.6056
H 3.501 -2.915 -12.474 0.3052
H 0.763 7.447 1.409 0.4662
H 4.701 4.650 -5.216 0.3604
H 9.725 2.894 -2.483 0.4019
H 4.950 0.099 -4.343 0.5245
H 0.638 7.458 3.117 0.2811
H -5.567 0.327 -4.250 0.4371
H -3.300 -12.427 5.703 0.3733
H -5.263 -1.054 0.887 0.3557
H -2.596 -10.545 8.073 0.3710
H -4.744 2.075 -5.807 0.4149
H 1.628 -2.661 -9.142 0.1819
H 0.446 -8.687 4.263 0.3836
H -6.388 5.115 -5.611 0.4593
H -1.372 -8.676 -7.261 0.3325
H -5.771 3.441 10.957 0.5113
H -5.723 3.658 -8.885 0.2211
H -2.045 -13.659 5.194 0.3930
H 4.855 -1.781 2.698 0.0251
H -4.654 -3.385 5.304 0.2831
H 6.727 0.263 -4.026 0.4667
H 10.796 0.249 4.175 0.3497
H 5.150 -0.705 -6.723 0.2907
H -3.208 2.009 -5.070 0.5660
H -6.674 2.699 -4.584 0.5915
H -1.093 -2.498 -2.535 -0.1966
H 2.163 11.438 1.017 0.3243
H 7.364 1.965 -2.380 0.4731
H 6.204 0.313 -7.690 0.2868
H 0.892 -1.027 -12.646 0.4127
H 1.024 -10.698 7.064 0.4238
H -3.979 -2.134 2.410 0.0581
H -4.046 1.410 12.387 0.3171
H -0.160 11.454 4.332 0.3849
H 2.417 -4.742 -6.443 0.4511
H 1.339 10.225 5.358 0.4630
H -4.764 3.749 6.685 0.5725
H -9.482 0.364 0.336 0.3446
H -6.086 2.024 -3.085 0.2913
H -0.534 2.558 12.266 0.2745
H -5.916 5.310 -8.291 0.3422
H -8.392 1.745 -0.094 0.4690
H 0.194 1.968 5.469 0.3188
H 5.226 7.550 4.498 0.2966
H -4.036 3.422 11.049 0.4174
H -3.024 -10.488 6.358 0.4800
H -8.512 0.187 3.106 0.7422
H 3.036 8.579 5.771 0.5602
H -0.363 -1.558 -9.149 0.4701
H 6.913 -0.805 -6.558 0.3220
H 8.954 -3.591 1.960 0.5084
H 3.716 9.904 4.892 0.4664
H -5.488 -3.055 2.500 0.2795
H 1.255 1.299 -1.151 0.8654
H 0.933 0.675 -11.029 0.4066
H -4.425 5.172 -4.006 0.4247
H -0.657 1.257 -11.540 0.4359
H -0.157 -10.865 4.806 0.4337
H -2.159 -12.027 4.508 0.3664
H -4.979 5.804 -6.187 0.5409
H -0.861 1.682 -2.905 0.2935
H 0.672 -2.628 -2.151 0.0996
H -1.421 -0.142 -0.533 -0.4200
H 4.271 6.391 3.363 0.1941
H 9.461 1.067 3.426 0.2248
H 9.088 -1.388 0.715 0.3624
H 1.372 1.602 0.611 -0.7725
H -3.778 -1.860 5.601 0.1698
H 0.345 3.647 -0.051 0.1686
H 2.102 -0.615 0.056 0.4761
H -1.849 0.142 -3.021 0.0765
H -5.771 1.099 12.144 0.3188
H 12.507 -3.032 3.292 0.4295
H -6.362 1.362 4.584 -0.2860
H 2.315 8.947 1.988 0.5272
H -2.377 -4.431 -4.086 0.1837
H 11.032 -3.967 3.454 0.3130
H 8.747 4.331 -2.347 0.3266
H 0.706 2.823 2.036 -0.0955
H 6.503 4.983 -2.652 0.5092
H -0.269 0.844 -9.855 0.4080
H -4.109 0.332 -3.396 0.0833
H -2.084 2.014 1.194 -0.0993
H -3.506 4.388 -5.295 0.3937
H -8.906 -1.667 1.541 0.3609
```

The value obtained for the lowest unoccupied orbital energy is -0.280 hartree. As for the net charge: +6.

=====

DFT (wB97M-V/def2-TZVPD) results for a gas-phase ion, C5H6NS (charge +1) in a non-equilibrium geometry.

```
13
Properties=species:S:1:pos:R:3:mulliken_charge:R:1
S -3.089 0.126 -0.205 0.0548
N -1.976 -0.917 -0.085 -0.0440
C -0.011 0.955 0.207 -0.3054
C -1.075 1.641 -0.061 -0.6568
C 1.520 -0.895 -0.401 -1.1284
C -0.841 -1.163 0.096 0.2583
C 0.354 -0.517 0.487 0.4449
H 1.326 -0.682 -1.498 0.3867
H 0.530 -0.454 1.555 0.3419
H 2.239 -0.049 -0.282 0.3735
H 0.934 1.319 0.556 0.3860
H 1.817 -1.823 -0.121 0.3752
H -1.728 2.458 -0.248 0.5133
```

The value obtained for the lowest unoccupied orbital energy (alpha / beta) is -0.215 / -0.215 hartree. As for the net charge: +1.

=====

DFT (wB97M-V/def2-TZVPD) results for a single C4H6OS3 molecule in a non-equilibrium geometry.

```
14
Properties=species:S:1:pos:R:3:mulliken_charge:R:1
S 2.487 0.632 -0.790 -0.2484
S -1.245 1.827 0.135 -0.2159
S -1.393 -1.153 0.059 0.0452
O 1.859 -1.674 0.281 -0.3660
C 0.655 0.117 1.256 -0.9154
C 1.742 -0.377 0.236 0.3483
C -0.678 0.333 0.570 0.2605
C -2.893 -0.722 -0.873 -0.8975
H -3.682 -0.340 -0.175 0.2947
H -3.193 -1.701 -1.278 0.3445
H -2.607 -0.059 -1.682 0.3262
H 1.057 1.045 1.607 0.3808
H 2.448 -1.976 -0.409 0.3405
H 0.576 -0.569 2.087 0.3026
```

The value obtained for the lowest unoccupied orbital energy is -0.016 hartree.

=====

| no. | total energy (eV) |
| --- | --- |
| 1 | -210345.57036 |
| 2 | -17594.64569 |
| 3 | -38797.85077 |